Entry 1:
20
Properties=species:S:1:pos:R:3:forces:R:3:lowdin_charge:R:1 method="wB97M-V/def2-TZVPD" total_charge=0 gap_ev=9.92 lumo_energy_ev=0.49 smiles="C=NCCC.O.O" e_above_lowest_ev=1.981
C -1.937230 0.899116 1.004574 -0.2 0.2 -0.5 -0.06
N -0.783155 1.392855 0.922863 0.7 -1.1 1.2 -0.05
C 0.282353 0.654451 0.155704 -1.1 2.1 -0.1 -0.21
C 0.106818 -0.844505 0.030793 0.8 -0.7 -0.7 -0.26
C 1.068060 -1.645090 0.914522 0.9 0.1 -0.1 -0.10
H -2.386167 0.341601 0.173603 0.1 -0.7 0.4 0.08
H -2.503727 1.023814 1.926471 -0.5 0.7 -0.4 0.08
H 0.439493 1.142018 -0.812923 -0.2 -0.1 -0.1 0.11
H 1.116232 1.002019 0.760845 0.6 -0.8 -0.2 0.10
H -0.896826 -1.240047 0.122974 -0.4 0.5 0.4 0.08
H 0.331136 -1.085225 -1.014961 0.1 -0.1 0.1 0.10
H 2.003198 -1.809477 0.374487 0.0 -0.1 -0.1 0.07
H 1.413779 -1.109213 1.799845 -0.5 0.1 0.2 0.07
H 0.705958 -2.624304 1.212919 -0.2 0.0 0.0 0.07
O 0.533178 -2.334942 -6.061821 -0.3 0.3 -0.4 -0.06
H 0.520050 -1.843301 -5.235969 0.2 -0.3 0.1 0.03
H 0.995857 -3.164919 -5.936802 0.1 0.0 0.3 0.03
O 0.215055 2.283076 3.673787 0.0 0.4 -0.4 -0.09
H -0.172750 2.218614 2.783813 -0.1 -0.4 -0.1 -0.02
H 0.626477 3.154249 3.630732 0.1 -0.1 0.3 0.03

***

Entry 2:
20
Properties=species:S:1:pos:R:3:forces:R:3:lowdin_charge:R:1 method="wB97M-V/def2-TZVPD" total_charge=0 gap_ev=9.65 lumo_energy_ev=0.63 smiles=C[C@H](N)CCO.O e_above_lowest_ev=0.465
C 0.615736 -1.153853 1.119913 0.2 -0.4 0.5 -0.08
C 0.077416 -0.400914 -0.073620 -0.5 0.2 0.0 -0.47
N 0.439687 1.009080 -0.075852 0.4 0.7 -0.1 0.03
C -1.445815 -0.542285 -0.103942 -0.1 0.0 0.1 -0.18
C -2.174876 0.235139 -1.193145 -0.4 -0.8 0.2 -0.26
O -3.594791 0.194203 -0.984967 0.2 0.2 0.1 -0.08
H 0.277633 -2.193071 1.148081 0.0 0.0 -0.1 0.08
H 0.260743 -0.675108 2.041998 0.1 -0.1 -0.1 0.08
H 1.707607 -1.172264 1.145602 0.0 0.1 0.0 0.07
H 0.469980 -0.828240 -0.997737 0.1 0.0 -0.1 0.14
H 1.445815 1.136398 -0.032520 0.0 -0.2 -0.1 0.05
H 0.089696 1.527931 0.726028 -0.2 -0.4 0.0 0.08
H -1.713382 -1.593731 -0.184116 0.0 -0.2 -0.1 0.12
H -1.842245 -0.258198 0.875930 0.0 0.3 0.1 0.12
H -1.805751 1.248341 -1.253357 0.1 0.3 -0.2 0.10
H -2.054670 -0.284898 -2.140210 0.3 0.2 -0.2 0.12
H -3.777659 0.706877 -0.190542 -0.1 0.0 0.0 0.08
O 3.972951 0.908575 0.180753 0.3 0.1 -0.1 -0.06
H 4.787875 0.395257 0.200772 -0.1 -0.2 0.1 0.04
H 4.264049 1.740760 -0.209068 -0.2 0.0 0.0 0.04

***

Entry 3:
20
Properties=species:S:1:pos:R:3:forces:R:3:lowdin_charge:R:1 method="wB97M-V/def2-TZVPD" total_charge=0 gap_ev=8.88 lumo_energy_ev=0.83 smiles=CN(C)CCO.O e_above_lowest_ev=2.168
C -1.066352 1.696048 0.048510 -1.7 0.1 -3.1 -0.10
N -1.200518 0.271151 0.048337 -0.1 -0.4 0.7 -0.29
C -2.466454 -0.401638 -0.247412 -0.5 3.3 -2.4 -0.09
C -0.013086 -0.390066 -0.432355 0.7 0.7 -0.8 -0.23
C 0.787588 -1.016180 0.656432 0.0 -6.0 1.3 -0.21
O 1.989374 -1.812454 0.203667 -1.1 1.2 -0.3 -0.13
H -1.983800 2.109859 0.440806 -0.3 0.4 0.0 0.07
H -0.885333 2.110770 -1.044028 -0.4 -0.5 1.8 0.12
H -0.289766 2.037232 0.654431 1.5 0.3 1.0 0.06
H -2.793725 -0.322479 -1.360937 0.9 -0.3 1.1 0.10
H -2.304288 -1.387099 -0.008276 -0.2 -2.4 0.6 0.04
H -3.381176 0.034593 0.211062 1.0 -0.3 0.5 0.09
H -0.229215 -1.050760 -1.324609 0.4 0.3 1.1 0.15
H 0.728026 0.349180 -0.718090 -0.3 0.5 -1.1 0.09
H 1.173602 -0.482648 1.505140 -0.2 1.1 -0.2 0.11
H 0.197066 -1.892956 1.130632 0.2 1.6 -0.3 0.13
H 1.630331 -2.530082 -0.337207 0.2 0.2 0.1 0.07
O 2.994025 0.916789 0.030305 0.0 -0.8 0.4 -0.04
H 3.445911 0.182786 0.476364 -0.5 -0.2 -0.3 0.04
H 3.667783 1.577948 0.067223 0.5 1.0 -0.2 0.02

***

Entry 4:
20
Properties=species:S:1:pos:R:3:forces:R:3:lowdin_charge:R:1 method="wB97M-V/def2-TZVPD" total_charge=0 gap_ev=9.42 lumo_energy_ev=0.84 smiles=C1CCNC1.O.O e_above_lowest_ev=1.021
C 0.386382 -0.086267 0.240315 1.4 -0.7 -1.1 -0.18
C 0.960043 1.315741 0.441328 -0.3 0.8 0.9 -0.19
C 0.427546 2.165533 -0.729668 -1.1 -0.3 0.2 -0.22
N -0.852098 1.531876 -1.056537 0.1 0.8 -0.6 -0.09
C -0.665169 0.114979 -0.873917 -0.2 -0.5 0.1 -0.23
H 0.108155 -0.729116 1.077155 -0.3 0.8 0.3 0.10
H 1.237304 -0.635887 -0.194141 -0.4 -0.2 -0.1 0.10
H 2.039769 1.372418 0.574693 0.0 -0.2 -0.1 0.10
H 0.519841 1.759601 1.335331 0.1 0.1 0.2 0.10
H 0.173871 3.178495 -0.415411 0.5 0.1 -0.1 0.11
H 1.000001 2.185956 -1.649822 0.7 0.0 0.1 0.10
H -1.557696 1.990181 -0.501430 -0.3 -0.7 0.2 0.10
H -0.221961 -0.334772 -1.762702 -0.1 0.3 -0.4 0.10
H -1.624287 -0.381137 -0.761081 -0.1 -0.1 0.4 0.11
O -4.107788 0.232407 4.571571 0.1 0.2 -0.1 -0.06
H -3.710047 -0.614762 4.358609 -0.1 -0.1 0.0 0.03
H -4.886897 0.043141 5.096905 -0.1 -0.1 0.1 0.03
O 3.302017 -4.249863 -3.011971 0.1 0.2 -0.1 -0.06
H 3.509051 -5.149179 -3.275946 0.0 -0.1 0.0 0.03
H 3.961971 -3.709346 -3.463290 -0.1 -0.1 0.1 0.03

***

Entry 5:
20
Properties=species:S:1:pos:R:3:forces:R:3:lowdin_charge:R:1 method="wB97M-V/def2-TZVPD" total_charge=0 gap_ev=8.38 lumo_energy_ev=0.70 smiles="C=C(C)NC.O.O" e_above_lowest_ev=2.068
C 0.878025 -0.018622 -0.309748 0.0 0.8 -0.4 0.00
C -0.272603 -0.439978 0.256453 0.9 2.0 0.0 -0.41
C -0.369646 -1.724583 1.044653 0.6 1.3 0.0 -0.04
N -1.455072 0.355166 0.266530 0.5 -2.8 0.0 -0.07
C -1.588605 1.729201 -0.123504 0.5 0.5 -0.5 -0.12
H 1.866581 -0.081948 0.133116 -0.1 -1.4 -0.3 0.05
H 0.869842 0.712398 -1.116744 -0.3 0.4 0.5 0.03
H -1.018536 -1.538039 1.907737 -0.1 -0.7 -0.1 0.07
H 0.631091 -2.039846 1.368470 -0.3 0.2 0.0 0.09
H -0.708384 -2.455388 0.321440 -0.5 -0.4 0.3 0.08
H -1.847699 0.033272 1.138166 -1.1 0.9 -0.2 0.10
H -1.164155 2.446502 0.602120 -0.5 -0.2 0.1 0.09
H -2.637255 1.926000 -0.405926 0.5 0.1 0.5 0.08
H -1.005367 1.958544 -1.023531 -0.1 -0.5 0.0 0.07
O -0.069278 -5.597384 -2.386482 -0.1 0.0 0.2 -0.05
H -0.508488 -5.708191 -3.225898 0.0 -0.1 -0.6 0.02
H -0.808755 -5.374345 -1.817374 0.0 0.1 0.4 0.03
O 2.850832 5.599594 1.035468 0.1 -0.6 0.0 -0.07
H 3.671506 5.544233 1.536573 0.0 0.2 0.0 0.03
H 2.685959 4.673409 0.798480 -0.1 0.4 0.0 0.04

***

Entry 6:
20
Properties=species:S:1:pos:R:3:forces:R:3:lowdin_charge:R:1 method="wB97M-V/def2-TZVPD" s2=0.775 total_charge=+1 gap_ev="9.24 / 5.48" lumo_energy_ev="-3.82 / -7.58" spin_multiplicity=2 e_above_lowest_ev=1.639
C 2.243714 -2.283554 2.907653 1.0 1.5 1.8 0.18
C 1.165482 -1.842837 2.209023 -1.8 0.9 -3.2 -0.11
N 0.209565 -0.951127 2.551158 1.9 0.9 1.9 0.09
C -0.708054 -0.222389 1.692993 -1.2 -1.4 -4.6 -0.22
C -0.925203 1.291555 1.759594 1.9 0.2 1.7 -0.06
H 3.127659 -2.639488 2.400295 -0.3 -0.6 -0.2 0.10
H 2.428373 -1.908650 3.923979 -0.3 -0.5 -0.2 0.11
H 1.147573 -2.090075 1.126537 -0.4 -0.2 0.8 0.15
H 0.472986 -0.427730 3.395165 -0.6 -0.5 0.2 0.18
H -1.706422 -0.705795 1.596541 0.7 -0.2 0.7 0.15
H -0.288365 -0.446897 0.645933 -0.6 0.4 1.3 0.15
H -1.679935 1.624494 2.502191 0.6 -0.3 -0.4 0.10
H -1.079959 1.801211 0.805632 -0.4 -0.8 -0.1 0.09
H 0.102709 1.619404 2.022587 -0.7 0.7 0.3 0.09
H 0.332486 2.418566 -6.151964 -0.3 -0.1 0.1 0.05
H 0.804275 0.990668 -6.156181 -0.1 -0.1 0.0 0.04
O 0.046044 1.528763 -5.901717 0.5 0.2 0.0 -0.05
H -2.384330 0.131144 -3.592183 0.3 -0.2 0.0 0.02
H -1.175449 1.100175 -3.868355 0.0 -0.3 -0.3 0.00
O -2.133150 1.012558 -3.868887 -0.3 0.5 0.2 -0.06